{"formula": "C38H113N5O21", "method": "the ωB97M-V functional and the def2-TZVPD basis", "homo_energy_ev": -8.53, "orbital_gap_ev": 8.87, "charge": 0, "e_lumo_ev": 0.34, "elements": ["H", "H", "H", "H", "H", "N", "H", "H", "H", "O", "O", "H", "H", "O", "H", "N", "H", "C", "H", "H", "H", "H", "H", "H", "H", "C", "H", "H", "H", "H", "H", "H", "O", "N", "H", "H", "C", "H", "H", "H", "O", "C", "C", "H", "C", "H", "H", "H", "H", "H", "H", "H", "C", "H", "H", "C", "H", "H", "H", "H", "H", "H", "C", "O", "H", "O", "H", "H", "C", "H", "C", "H", "H", "C", "H", "O", "H", "H", "H", "C", "H", "H", "H", "H", "H", "H", "H", "O", "O", "H", "H", "N", "C", "H", "H", "H", "O", "H", "O", "N", "H", "H", "C", "H", "C", "H", "H", "C", "H", "H", "H", "C", "H", "O", "H", "C", "C", "C", "C", "H", "H", "O", "C", "H", "H", "O", "H", "H", "H", "O", "C", "H", "C", "H", "C", "C", "H", "O", "H", "H", "H", "H", "H", "H", "O", "H", "H", "H", "O", "H", "C", "H", "C", "C", "O", "H", "C", "H", "H", "H", "C", "H", "C", "H", "H", "C", "H", "H", "O", "H", "C", "C", "H", "H", "C", "C", "H"], "coordinates": [[-27.21687, 21.39861, 35.52305], [-30.11734, 20.70643, 36.17884], [-38.34380, 21.80366, 34.60456], [-32.47054, 22.95450, 32.62911], [-29.74587, 21.37036, 26.62940], [-30.59936, 28.28682, 28.73151], [-32.44790, 23.41999, 20.86557], [-36.36281, 23.19746, 36.31857], [-28.92324, 21.36560, 21.78542], [-27.65403, 20.13124, 32.12093], [-36.58778, 24.00990, 22.02438], [-30.90446, 20.07423, 28.06559], [-31.30606, 27.01808, 21.68145], [-31.96626, 30.80252, 26.38635], [-28.19174, 20.05340, 32.92342], [-37.59917, 23.19799, 31.57492], [-31.67428, 22.52507, 25.93103], [-29.10032, 21.91196, 27.33260], [-29.95324, 18.52933, 30.50510], [-26.97590, 19.56163, 28.26455], [-33.18436, 30.62119, 24.19007], [-30.11466, 26.43049, 24.70449], [-27.41067, 17.73349, 34.36487], [-33.44432, 25.60330, 23.17540], [-32.59734, 20.19387, 28.45572], [-30.25274, 21.02447, 20.23059], [-32.61093, 32.72044, 27.05056], [-32.46912, 21.68771, 22.71929], [-24.47052, 24.47022, 24.04734], [-27.83221, 22.23025, 32.51791], [-31.34174, 28.32053, 20.41264], [-30.03247, 24.94808, 26.34378], [-29.24954, 26.84975, 24.58392], [-29.74013, 21.89558, 34.48670], [-31.22238, 25.88420, 19.24284], [-35.53048, 23.41132, 32.05675], [-29.34889, 21.39348, 35.81769], [-28.68570, 27.56907, 30.59665], [-29.36094, 23.54284, 22.76470], [-27.30338, 23.89450, 24.01702], [-31.88417, 26.40185, 19.70320], [-28.99771, 23.30074, 26.74230], [-29.59334, 24.35096, 22.06610], [-35.74146, 22.52015, 23.06262], [-28.87279, 20.87499, 20.81292], [-30.85051, 23.14628, 30.61538], [-30.87102, 23.23234, 24.64191], [-27.26404, 28.23134, 29.80558], [-25.65436, 21.44679, 26.42703], [-36.96524, 23.33084, 21.46159], [-35.23231, 23.99457, 23.59393], [-29.45067, 27.75868, 24.33976], [-27.38065, 26.50036, 27.77763], [-29.55381, 21.91909, 28.32516], [-26.24962, 24.32589, 25.38917], [-24.71337, 21.10710, 25.98547], [-31.05663, 32.72452, 26.18352], [-27.22478, 25.53012, 27.31441], [-32.52069, 26.99882, 23.37806], [-35.31314, 29.24536, 24.61291], [-26.34129, 26.84465, 27.87598], [-32.54732, 32.29687, 25.31353], [-36.22212, 22.30159, 35.70754], [-34.41968, 24.20225, 30.06174], [-30.36737, 20.50120, 19.27986], [-36.46657, 22.41022, 34.33646], [-28.74284, 24.72731, 21.50191], [-35.16073, 22.09484, 35.87718], [-28.24753, 27.78531, 29.62102], [-39.11239, 22.00413, 32.52969], [-35.80162, 23.96869, 30.07887], [-32.10490, 19.70829, 30.70526], [-35.90938, 22.04497, 31.01663], [-31.43007, 22.67466, 32.80638], [-28.58212, 23.28474, 25.73114], [-29.19772, 17.91657, 30.58038], [-30.63319, 21.82124, 22.67334], [-31.16459, 21.85293, 32.13197], [-27.72401, 17.95627, 36.13485], [-31.38150, 28.87442, 27.63639], [-28.11196, 21.18421, 20.09761], [-28.71158, 19.51540, 27.71317], [-29.91357, 25.19101, 22.69566], [-27.82138, 27.22585, 27.09237], [-32.80086, 24.83589, 26.45761], [-27.11923, 23.72040, 29.11588], [-24.82456, 21.26698, 24.91402], [-26.20329, 23.94099, 29.31634], [-27.83055, 21.32450, 27.55232], [-28.27435, 17.58858, 20.56506], [-31.81917, 21.40884, 34.48690], [-31.43835, 20.89408, 21.07570], [-31.20047, 23.47330, 25.66212], [-29.55054, 19.22760, 23.65568], [-31.50982, 22.95434, 34.97324], [-26.43754, 21.72325, 31.44028], [-31.39680, 19.60203, 30.06860], [-33.73211, 28.48281, 24.63601], [-30.59768, 23.97167, 21.14674], [-30.28653, 24.02035, 26.66508], [-34.14016, 26.00828, 28.95011], [-29.15758, 29.69940, 29.24149], [-37.82387, 22.54720, 33.97892], [-29.80688, 24.38569, 30.54191], [-36.18403, 23.08232, 31.24552], [-29.83262, 19.74992, 25.74652], [-31.59557, 24.67835, 30.78219], [-34.41299, 29.07387, 24.01811], [-26.27112, 25.42829, 24.02938], [-31.34377, 20.01221, 21.57187], [-37.48247, 21.26531, 32.28557], [-31.22414, 27.25987, 20.61898], [-28.43031, 18.49612, 30.57755], [-28.06097, 19.58902, 34.84512], [-32.42488, 28.59318, 27.77774], [-27.92964, 20.08474, 28.21849], [-32.33000, 24.52359, 25.52696], [-27.36123, 18.41265, 35.21036], [-32.99402, 26.20811, 23.96508], [-30.26701, 30.77787, 27.63967], [-34.53351, 23.43633, 22.02101], [-31.94021, 25.53524, 24.62785], [-35.42048, 23.48269, 22.64788], [-28.18715, 20.15261, 29.27974], [-31.83392, 30.79937, 28.44992], [-30.47244, 19.41861, 23.85797], [-28.66839, 28.76212, 27.83102], [-38.24433, 23.50627, 34.30171], [-27.65124, 20.39777, 36.69152], [-33.87058, 30.31168, 23.59297], [-31.75258, 23.40568, 21.70870], [-31.53088, 21.36952, 29.18651], [-31.11749, 22.21649, 34.25467], [-36.00970, 23.43848, 29.13540], [-33.87866, 24.94163, 29.01630], [-32.02699, 32.23216, 26.26886], [-26.33393, 18.74819, 35.38960], [-28.03072, 26.52582, 29.03324], [-29.76499, 18.30338, 19.98539], [-33.70344, 26.75459, 24.58749], [-29.33751, 22.26545, 36.47966], [-30.15449, 27.02079, 20.55223], [-30.44393, 27.32034, 28.45250], [-34.17194, 24.55697, 28.03397], [-24.55913, 19.73983, 26.34441], [-24.18257, 19.66823, 27.22239], [-29.19467, 22.73634, 34.33556], [-30.26519, 22.07733, 19.91595], [-28.72848, 19.49488, 21.25001], [-30.60343, 18.16680, 25.52853], [-38.03524, 22.18200, 32.51615], [-36.45320, 24.84876, 30.03020], [-28.71976, 18.52247, 20.22339], [-30.70892, 24.13008, 31.09919], [-25.11887, 23.78445, 23.88066], [-28.11841, 21.51213, 30.91140], [-26.37611, 24.37744, 24.30145], [-28.37323, 23.90985, 27.40031], [-33.09611, 23.91262, 25.02300], [-25.72749, 23.10794, 29.22892], [-31.58933, 20.32443, 28.86574], [-30.98313, 28.35830, 26.75488], [-31.58005, 21.92069, 22.13583], [-32.12101, 24.00990, 22.54407], [-36.69693, 21.40035, 36.10978], [-31.29205, 30.40843, 27.58397], [-31.64464, 19.57908, 25.55398], [-23.85139, 21.69685, 26.30427], [-30.60576, 23.79086, 32.46402], [-38.11736, 23.23571, 30.70833], [-29.18052, 28.70177, 28.79954], [-28.04711, 20.70010, 35.71003], [-34.62664, 28.52629, 23.10063], [-28.20238, 18.76387, 19.29075], [-30.65905, 19.22543, 25.26041], [-27.45214, 21.53246, 31.77921], [-32.79691, 25.06351, 29.06433]], "atomic_forces_ev_per_a": [[-0.2, 0.2, -1.1], [0.0, 0.0, -0.1], [-0.3, -0.1, -0.3], [-0.2, -0.2, 0.4], [0.3, -0.5, 0.4], [1.3, -0.9, 0.5], [-0.4, 0.1, 0.3], [-0.8, 0.1, -0.2], [0.9, 0.6, -0.3], [0.8, 0.4, 0.4], [0.4, 0.6, 0.0], [0.4, -0.3, 0.5], [-1.2, 0.0, 0.0], [0.8, 0.8, 0.9], [0.2, 0.1, 0.1], [0.3, 0.6, 0.0], [0.1, 0.1, 0.8], [-0.2, 0.2, 0.4], [0.3, -0.3, 0.0], [0.1, 0.1, -0.8], [-0.1, -0.3, 0.2], [-0.2, 0.0, -0.1], [0.0, 0.0, 0.1], [-0.4, -0.4, 0.5], [0.0, -0.2, 0.1], [-0.4, 2.5, -1.2], [-0.1, -0.2, 0.2], [0.2, -0.3, 0.3], [0.2, -0.1, -0.1], [0.2, 0.0, 0.1], [-0.4, 0.0, 0.0], [-0.1, 0.1, 0.2], [0.0, 0.0, 0.1], [0.6, -0.4, -0.5], [0.0, -0.1, 0.2], [-0.3, -0.2, 0.3], [-1.6, 0.6, -0.9], [-0.1, 0.0, 0.0], [0.4, -0.1, -0.2], [0.4, -0.2, -0.6], [-0.7, 0.5, 0.4], [0.1, 0.8, 0.4], [-0.6, 0.5, 0.4], [0.7, -0.5, -0.4], [-1.7, -2.2, 1.1], [-0.4, 0.0, -0.4], [0.8, 0.5, 0.0], [-0.1, 0.5, -0.2], [0.2, 0.5, 0.1], [0.1, 0.0, 0.0], [0.1, 0.7, -0.4], [0.0, 0.0, 0.0], [1.2, 1.6, 0.1], [-0.6, 0.4, -0.1], [-1.0, 0.2, 0.1], [-0.4, 0.2, 0.5], [0.2, -0.3, 0.1], [-0.8, -0.2, 0.4], [0.2, 0.1, 0.2], [-0.2, -0.1, -0.2], [0.1, 0.2, 0.3], [0.0, 0.9, 0.1], [1.0, -0.7, 0.4], [0.8, 0.4, 1.2], [-0.1, -0.5, 0.2], [0.7, 0.7, -0.3], [0.2, -0.5, 0.0], [0.1, 0.0, -0.5], [-0.5, 0.0, 0.1], [0.0, 0.0, -0.9], [-0.6, -0.6, -1.7], [-0.2, 0.3, -0.2], [0.1, -0.1, 0.0], [1.1, 0.0, 0.4], [0.5, -0.3, 0.1], [-0.3, 0.1, -0.2], [-0.5, 0.4, 1.1], [0.0, -0.1, -0.1], [-0.3, 0.0, -0.1], [1.0, 0.0, 0.2], [0.3, 0.1, 0.3], [0.3, -0.6, 0.2], [-0.2, 0.0, -0.1], [-0.3, -0.5, -0.3], [0.6, 0.5, 0.2], [0.0, -0.1, 0.1], [0.2, -0.6, -0.1], [0.1, 0.0, 0.0], [0.5, 0.5, -0.6], [0.1, 0.2, 0.4], [0.5, -0.6, -0.3], [-0.2, -0.3, -0.1], [-1.3, 1.3, 0.6], [0.0, 0.0, -0.2], [0.2, 0.6, -0.1], [0.1, 0.0, 0.4], [0.7, -1.1, -0.2], [0.0, 0.5, -0.1], [0.8, 0.4, -0.1], [0.6, -1.2, -0.4], [-0.8, 0.0, 0.6], [0.3, 0.0, 0.0], [0.3, -1.0, 0.9], [0.3, 1.0, 1.0], [0.6, 0.4, 0.1], [-0.4, -0.1, 0.4], [0.1, 0.6, 0.5], [0.1, 0.4, 0.2], [-1.0, 0.0, -0.2], [-0.3, 0.0, 0.1], [-0.3, -0.4, 0.4], [2.1, -0.9, -0.1], [0.1, 0.0, 0.4], [-1.3, 0.2, -0.4], [0.0, 0.0, -0.1], [-0.4, -0.3, 0.2], [-0.7, -2.5, -1.6], [0.7, 1.3, 0.3], [0.7, 0.7, -1.0], [0.1, 0.0, -0.3], [-0.1, 0.0, -0.1], [0.2, 0.6, 0.6], [-1.3, -0.8, 1.1], [-0.5, 0.5, 0.0], [0.0, 0.1, 0.1], [-0.4, 0.0, 0.1], [-0.4, 0.3, -0.3], [0.2, 0.3, -0.5], [-0.8, -0.4, 0.3], [0.2, 0.3, -0.2], [0.0, -1.3, -0.9], [0.3, 0.2, -0.8], [-1.7, 0.9, 0.1], [-0.3, -0.1, 0.0], [-0.2, 1.1, -1.1], [-0.5, -0.9, -1.0], [0.3, -0.6, -0.1], [-0.6, -1.5, -0.5], [0.0, -0.2, -0.4], [-0.1, -1.0, 0.3], [0.4, -0.3, 0.5], [0.2, 0.5, -0.4], [-0.8, -0.3, 0.4], [0.1, -0.4, 0.0], [0.1, -0.4, -0.7], [0.0, 0.2, 0.0], [-0.1, 0.0, -0.3], [0.0, -0.1, -0.2], [1.4, 0.2, -0.2], [0.0, 0.0, 0.0], [0.0, 0.5, 0.5], [0.4, 0.4, 0.4], [-0.9, -0.3, 0.0], [-0.4, -2.7, -1.2], [-0.8, -0.6, -0.8], [0.2, 1.4, -0.3], [2.3, 0.7, 1.5], [0.2, -0.1, -0.3], [-0.4, 0.3, -0.1], [-0.1, 0.0, -0.1], [-1.5, 1.1, 0.9], [-0.4, 0.8, -0.7], [1.0, 0.4, -0.7], [0.0, -0.1, 0.0], [-0.5, 0.3, 0.2], [-0.8, -1.1, -0.3], [0.1, 0.3, -0.1], [-0.1, 0.2, 0.1], [0.4, 0.7, 0.4], [-0.3, -0.3, 0.2], [0.4, 0.7, 0.3], [2.3, -0.6, 1.5], [-0.3, -0.2, 0.2], [0.1, 0.6, 0.1], [0.8, -0.3, -0.5], [-1.5, -1.9, -1.0], [0.1, -1.0, 0.3]], "mulliken_charge": [0.307, 0.332, 0.419, 0.447, -0.724, -0.375, 0.494, 0.323, -0.008, -0.528, -0.560, -0.112, -0.087, -0.185, 0.364, -0.412, 0.377, 0.998, 0.418, 0.347, 0.306, -0.022, 0.237, 0.006, 0.352, -0.644, 0.319, 0.333, 0.321, 0.094, 0.357, -0.194, -0.482, 0.132, 0.325, 0.174, -0.876, 0.317, -0.404, -0.378, -0.516, 2.013, 0.242, 0.394, -0.137, -0.536, -0.131, 0.359, -0.045, 0.318, 0.075, 0.261, 0.467, -0.549, 0.236, -0.198, 0.315, -0.721, 0.302, 0.342, 0.326, 0.200, -0.740, -0.094, 0.609, -0.186, 0.591, 0.144, -1.058, 0.426, -0.682, 0.230, 0.171, -0.059, -0.303, -0.671, 0.023, -0.009, 0.300, -0.082, 0.366, 0.299, -0.156, 0.153, -0.039, 0.170, 0.202, -0.606, -0.286, 0.254, 0.449, -0.429, -0.444, 0.226, 0.388, 0.282, -0.488, -0.304, -0.501, 0.303, 0.318, 0.489, -0.647, 0.315, -0.264, 0.025, 0.183, 0.072, 0.317, 0.363, 0.316, -0.276, 0.294, -0.282, 0.314, -0.179, -0.843, -0.911, -1.070, 0.402, 0.121, 0.979, -0.305, -0.425, 0.300, -0.425, 0.319, 0.349, 0.548, -0.557, 0.500, -0.104, -1.201, 0.367, -0.553, -0.730, 0.387, -0.002, 0.312, 0.364, 0.364, 0.280, 0.204, 0.387, -0.555, 0.294, 0.193, 0.077, -0.294, 0.356, -0.589, 0.355, -0.857, 0.239, -0.549, -0.345, -0.003, -1.595, 0.209, 0.339, 0.210, 0.034, -0.048, -0.887, 0.333, -0.785, 0.286, 0.342, -0.439, 0.238, -0.363, -0.555, 0.250, 0.326, -0.339, 0.194, -0.055]}